Density functional theory data (wB97M-V/def2-TZVPD) for C26H51N5O7PtSSbSi3 as an isolated structure.

Computed properties:
Gap between HOMO and LUMO (alpha / beta) in eV: 3.23 / 4.25
LUMO (alpha / beta) in Eh: -0.192 / -0.211
Highest occupied orbital energy (alpha / beta) in eV: -8.452 / -9.991
2S+1: 5
Charge: +1

Atoms and positions in Å:
Pt  -1.288  -0.487  -1.773
O  -11.651  -4.450  5.580
C  -11.159  -5.800  5.721
C  -2.746  -10.175  5.737
C  -2.192  -9.387  4.939
C  -1.240  -1.330  -3.567
C  -0.801  -1.358  -4.805
C  -1.216  -0.500  -5.752
C  -1.454  0.072  -6.829
C  -10.593  -6.570  6.762
N  -1.984  -1.980  -2.744
H  -12.309  -4.445  6.239
H  -11.010  -6.048  7.708
H  -10.794  -6.108  4.804
H  -3.493  -9.969  6.630
H  -2.963  -11.253  5.464
H  -2.108  -8.908  3.905
H  -3.311  -7.084  0.751
H  -0.131  -2.132  -5.176
H  -9.889  -7.360  6.345
H  -1.154  -0.269  -7.858
H  -3.202  -6.437  0.338
C  7.884  4.400  -7.278
Si  9.235  3.613  -6.287
C  11.046  4.368  -6.297
C  8.671  3.369  -4.578
Sb  3.789  2.499  1.172
Si  1.187  3.615  -0.394
C  1.757  5.278  -1.223
C  2.300  2.089  -0.332
C  -0.003  3.568  1.117
Si  6.611  4.494  0.978
C  6.640  4.312  -0.827
C  2.182  1.185  -8.799
C  7.247  6.279  1.160
H  7.340  3.705  -7.963
H  8.631  4.861  -7.942
H  7.255  5.110  -6.776
H  11.835  4.212  -7.066
H  11.387  3.465  -5.689
H  11.192  5.354  -5.861
H  9.231  2.561  -3.927
H  7.592  3.072  -4.500
H  8.841  4.310  -4.025
H  1.980  6.163  -0.577
H  0.865  5.630  -1.882
H  2.592  5.095  -1.867
H  1.780  1.176  -0.595
H  7.111  3.302  -0.942
H  3.133  2.459  -1.021
H  0.155  2.569  1.596
H  -1.076  3.514  0.905
H  0.297  4.374  1.795
H  5.823  4.472  -1.510
H  2.668  1.289  -9.821
H  7.276  4.950  -1.548
H  3.082  1.572  -8.379
H  1.920  0.139  -8.685
H  1.364  1.907  -8.666
H  7.287  6.725  2.142
H  6.659  6.568  0.232
H  8.348  5.959  0.903
O  5.920  3.458  1.748
O  2.079  0.795  4.841
C  2.773  1.117  3.995
N  3.503  1.663  3.242
C  -4.040  -5.203  4.796
C  -4.561  -3.714  5.023
S  -5.535  -2.938  3.753
O  -4.886  -3.363  2.548
O  -6.858  -3.270  4.209
C  -5.021  -1.192  3.862
C  -3.686  -0.789  3.023
N  -3.887  -0.323  1.635
C  -2.734  -0.032  0.947
N  -2.867  -0.503  -0.339
C  -4.092  -0.999  -0.468
C  -4.794  -0.736  0.646
N  -6.184  -0.822  0.762
O  -6.902  -0.950  1.768
O  -6.734  -0.658  -0.410
C  -1.670  0.972  1.371
H  -4.343  -5.822  5.626
H  -2.934  -5.168  4.705
H  -4.620  -5.622  3.956
H  -3.697  -3.004  5.303
H  -5.129  -3.639  5.988
H  -4.705  -0.920  4.922
H  -5.934  -0.553  3.632
H  -2.996  -1.625  3.130
H  -3.354  0.113  3.562
H  -4.357  -1.557  -1.339
H  -0.662  0.501  1.552
H  -2.133  1.471  2.209
H  -1.390  1.707  0.641

Density functional theory data (wB97M-V/def2-TZVPD) for C50H57IInN7Sb2 as an isolated structure.

Computed properties:
Gap between HOMO and LUMO in eV: 6.90
LUMO in Eh: 0.004
Highest occupied orbital energy in eV: -6.792
Charge: 0

Atoms and positions in Å:
In  -1.080  1.228  0.018
C  -1.584  0.001  5.238
N  -0.258  0.274  4.712
C  0.883  0.399  5.610
C  -0.169  0.617  3.393
N  -1.122  0.669  2.547
N  1.119  0.978  2.986
C  1.618  0.905  1.707
N  2.907  1.345  1.610
N  0.957  0.383  0.717
H  -1.507  -0.217  6.299
H  -2.031  -0.866  4.745
H  -2.255  0.858  5.113
H  0.598  0.036  6.591
H  1.209  1.441  5.726
H  1.726  -0.209  5.273
H  -2.016  0.363  2.909
H  1.754  1.297  3.692
H  3.265  1.965  2.316
H  3.242  1.513  0.674
H  1.527  0.417  -0.128
C  1.219  -2.436  -4.491
Sb  0.260  -2.225  -2.568
C  0.007  -4.366  -2.410
C  2.131  -2.112  -1.401
C  2.959  -3.351  -1.460
C  3.856  -3.517  -2.521
C  4.602  -4.674  -2.680
C  4.477  -5.699  -1.750
C  3.601  -5.544  -0.687
C  2.828  -4.390  -0.520
C  1.841  -4.344  0.615
Sb  2.249  -3.050  2.325
C  4.075  -4.056  2.867
C  1.006  -4.261  3.610
H  0.440  -2.552  -5.249
H  1.869  -3.315  -4.499
H  1.806  -1.544  -4.729
H  0.985  -4.849  -2.320
H  -0.486  -4.716  -3.321
H  -0.618  -4.625  -1.551
H  1.813  -1.855  -0.388
H  2.654  -1.251  -1.826
H  3.960  -2.708  -3.240
H  5.271  -4.780  -3.527
H  5.055  -6.610  -1.853
H  3.511  -6.340  0.047
H  1.756  -5.329  1.071
H  0.846  -4.046  0.261
H  3.911  -5.134  2.940
H  4.423  -3.672  3.828
H  4.839  -3.855  2.111
H  1.266  -5.314  3.479
H  -0.047  -4.114  3.351
H  1.152  -3.980  4.656
I  -3.851  2.380  -0.721
C  -4.542  0.395  -0.740
C  -5.845  0.230  -1.108
C  -6.425  -1.058  -1.117
C  -5.681  -2.134  -0.742
C  -4.322  -1.985  -0.360
C  -3.573  -3.122  0.031
C  -2.263  -3.002  0.388
C  -1.638  -1.735  0.347
C  -2.317  -0.592  -0.014
C  -3.698  -0.696  -0.363
H  -6.441  1.088  -1.395
H  -7.460  -1.176  -1.418
H  -6.112  -3.131  -0.733
H  -4.069  -4.087  0.049
H  -1.699  -3.877  0.698
H  -0.593  -1.652  0.637
C  -2.614  6.328  -1.446
C  -2.788  6.244  -0.072
C  -2.154  5.254  0.670
C  -1.310  4.313  0.056
C  -1.118  4.435  -1.331
C  -1.767  5.415  -2.065
N  -0.709  3.248  0.769
C  -0.574  3.477  2.173
C  0.587  4.106  2.639
C  0.810  4.297  3.999
C  -0.139  3.877  4.928
C  -1.318  3.292  4.477
C  -1.534  3.101  3.115
H  -3.128  7.085  -2.024
H  -3.439  6.946  0.436
H  -2.317  5.205  1.740
H  -0.462  3.737  -1.830
H  -1.606  5.466  -3.136
H  1.317  4.441  1.907
H  1.720  4.785  4.337
H  0.024  4.034  5.989
H  -2.083  2.999  5.190
H  -2.457  2.659  2.760
C  -2.721  1.598  -5.329
C  -2.920  0.661  -4.325
C  -2.048  0.579  -3.247
C  -0.957  1.446  -3.122
C  -0.761  2.384  -4.150
C  -1.627  2.454  -5.233
N  -0.132  1.389  -1.976
C  1.225  1.716  -2.156
C  1.934  2.543  -1.268
C  3.293  2.802  -1.454
C  3.990  2.252  -2.519
C  3.300  1.434  -3.411
C  1.952  1.173  -3.235
H  -3.402  1.662  -6.171
H  -3.762  -0.023  -4.380
H  -2.196  -0.181  -2.495
H  0.070  3.078  -4.088
H  -1.449  3.191  -6.010
H  1.397  3.004  -0.446
H  3.804  3.476  -0.769
H  5.043  2.463  -2.663
H  3.822  0.993  -4.255
H  1.424  0.540  -3.939

Density functional theory data (wB97M-V/def2-TZVPD) for H4O2Tl as an isolated structure.

Computed properties:
Gap between HOMO and LUMO in eV: 5.15
LUMO in Eh: -0.876
Highest occupied orbital energy in eV: -28.990
Charge: +3

Atoms and positions in Å:
Tl  0.768  1.853  -1.439
O  -1.515  0.457  -0.275
H  -1.930  -0.388  -0.450
H  -1.473  0.510  0.679
O  1.278  -0.477  0.322
H  1.900  -0.594  1.040
H  0.970  -1.362  0.124

Density functional theory data (wB97M-V/def2-TZVPD) for C49H46AsCrN4O5 as an isolated structure.

Computed properties:
Gap between HOMO and LUMO (alpha / beta) in eV: 4.84 / 6.66
LUMO (alpha / beta) in Eh: 0.077 / 0.077
Highest occupied orbital energy (alpha / beta) in eV: -2.746 / -4.577
2S+1: 5
Charge: -1

Atoms and positions in Å:
Cr  -0.005  0.000  0.130
O  5.858  0.368  1.475
C  4.532  0.288  1.204
C  3.567  0.378  2.210
C  2.245  0.270  1.840
N  1.910  0.092  0.569
C  2.806  0.052  -0.407
C  4.154  0.128  -0.131
C  2.141  0.025  -1.781
O  2.824  -0.059  -2.783
O  0.862  0.171  -1.697
C  1.033  0.312  2.766
O  1.192  0.492  3.959
O  -0.079  0.132  2.134
H  5.985  0.501  2.421
H  3.815  0.530  3.254
H  4.879  0.092  -0.930
C  -5.373  -3.386  -1.403
C  -5.358  -2.182  -2.090
C  -4.592  -1.122  -1.629
C  -3.828  -1.255  -0.475
C  -3.855  -2.461  0.213
C  -4.621  -3.521  -0.245
As  -2.633  0.170  0.126
C  -3.275  0.445  1.944
C  -3.888  1.615  2.375
C  -4.263  1.758  3.705
C  -4.022  0.739  4.613
C  -3.380  -0.418  4.195
C  -2.998  -0.557  2.871
C  -3.379  1.658  -0.871
C  -2.533  2.370  -1.713
C  -3.024  3.428  -2.467
C  -4.364  3.771  -2.390
C  -5.220  3.048  -1.568
C  -4.731  1.993  -0.815
H  -5.962  -4.217  -1.771
H  -5.935  -2.066  -2.999
H  -4.585  -0.196  -2.188
H  -3.264  -2.591  1.106
H  -4.617  -4.458  0.299
H  -4.046  2.435  1.689
H  -4.732  2.677  4.031
H  -4.312  0.855  5.650
H  -3.149  -1.201  4.905
H  -2.440  -1.436  2.570
H  -1.481  2.119  -1.768
H  -2.350  3.988  -3.101
H  -4.744  4.604  -2.968
H  -6.269  3.307  -1.513
H  -5.408  1.421  -0.190
N  -0.934  7.444  0.057
C  -0.731  6.302  0.099
C  -0.485  4.919  0.151
C  0.351  4.256  -0.797
C  0.523  2.910  -0.739
N  -0.063  2.095  0.201
C  -0.802  2.750  1.164
C  -1.037  4.086  1.170
H  0.848  4.819  -1.576
H  1.121  2.415  -1.490
H  -1.190  2.129  1.960
H  -1.638  4.515  1.961
C  -2.117  -0.440  -4.497
C  -1.704  -1.614  -3.648
C  -1.732  -2.908  -4.156
C  -1.255  -3.942  -3.367
C  -1.255  -5.362  -3.875
C  -0.755  -3.686  -2.097
C  -0.721  -2.394  -1.520
C  -1.238  -1.388  -2.368
N  -0.230  -2.063  -0.256
C  0.335  -3.177  0.541
C  1.618  -3.740  -0.119
C  2.191  -4.913  0.680
C  1.119  -5.998  0.838
C  -0.078  -5.446  1.620
C  0.383  -4.948  2.989
C  1.404  -3.834  2.774
C  2.624  -4.415  2.059
C  0.800  -2.704  1.927
C  -0.709  -4.274  0.863
H  -2.616  -0.768  -5.409
H  -1.241  0.147  -4.781
H  -2.791  0.228  -3.959
H  -2.098  -3.100  -5.158
H  -1.688  -5.421  -4.874
H  -1.833  -6.016  -3.218
H  -0.240  -5.764  -3.925
H  -0.389  -4.548  -1.566
H  -1.211  -0.353  -2.059
H  2.346  -2.921  -0.150
H  1.460  -4.038  -1.152
H  3.053  -5.327  0.147
H  1.539  -6.861  1.365
H  0.793  -6.347  -0.147
H  -0.827  -6.236  1.745
H  0.825  -5.763  3.572
H  -0.476  -4.569  3.553
H  1.705  -3.411  3.736
H  3.055  -5.233  2.647
H  3.396  -3.647  1.948
H  1.574  -1.953  1.797
H  -0.028  -2.239  2.463
H  -1.464  -3.812  1.505
H  -1.235  -4.635  -0.015

Density functional theory data (wB97M-V/def2-TZVPD) for C17H34MgO2P2 as an isolated structure.

Computed properties:
Gap between HOMO and LUMO (alpha / beta) in eV: 4.08 / 4.10
LUMO (alpha / beta) in Eh: 0.014 / 0.015
Highest occupied orbital energy (alpha / beta) in eV: -3.689 / -3.689
Charge: 0

Atoms and positions in Å:
P  1.098  0.441  -2.279
P  -2.398  -0.193  -1.521
C  -0.421  0.840  -3.221
C  -1.608  1.269  -2.354
H  -0.626  -0.030  -3.869
H  -0.084  1.673  -3.858
H  -1.275  2.006  -1.592
H  -2.378  1.729  -3.006
C  -3.216  -1.022  -2.969
H  -3.638  -2.054  -2.851
H  -2.402  -1.072  -3.698
H  -4.012  -0.351  -3.303
C  -3.721  0.737  -0.666
H  -4.420  1.150  -1.407
H  -3.228  1.555  -0.113
H  -4.246  0.082  0.046
C  2.143  -0.332  -3.521
H  2.988  -0.825  -3.024
H  2.510  0.465  -4.182
H  1.556  -1.051  -4.106
C  1.888  2.116  -2.234
H  1.133  2.878  -1.994
H  2.296  2.336  -3.230
H  2.708  2.177  -1.502
Mg  -2.837  -2.311  -0.839
C  0.683  0.884  0.172
C  1.628  -0.061  -0.353
C  3.017  -0.308  0.203
C  2.895  -0.763  1.680
C  2.727  0.392  2.644
C  2.849  1.699  2.388
C  2.082  2.594  1.435
C  0.698  1.983  1.120
C  -0.884  -1.623  2.944
H  -0.341  0.549  -0.039
H  1.188  -1.069  -0.487
H  3.696  0.549  0.071
H  3.488  -1.142  -0.344
H  2.027  -1.430  1.778
H  3.778  -1.354  1.971
H  2.721  0.001  3.677
H  3.615  2.274  2.951
H  2.626  2.764  0.495
H  1.942  3.584  1.905
H  0.224  1.626  2.047
H  0.031  2.791  0.776
H  -1.200  -1.142  3.890
H  -0.539  -0.854  2.240
H  -0.058  -2.313  3.179
C  -2.467  -3.459  4.405
O  -2.694  -3.263  2.947
C  -1.982  -2.385  2.268
O  -2.270  -2.191  1.061
H  -3.188  -4.214  4.693
H  -2.658  -2.522  4.956
H  -1.446  -3.809  4.621

Density functional theory data (wB97M-V/def2-TZVPD) for C8H10O3ReS7SbSe2 as an isolated structure.

Computed properties:
Gap between HOMO and LUMO (alpha / beta) in eV: 5.40 / 5.90
LUMO (alpha / beta) in Eh: 0.159 / 0.157
Highest occupied orbital energy (alpha / beta) in eV: -1.059 / -1.618
2S+1: 3
Charge: -2

Atoms and positions in Å:
Re  0.165  0.116  0.706
O  0.004  -3.281  3.219
C  -1.352  -3.440  3.529
C  -2.210  -2.167  3.344
C  -3.471  -2.426  4.192
O  -4.484  -1.430  4.102
C  -1.558  -0.876  3.856
Se  0.203  -0.357  3.143
C  -2.647  -2.015  1.892
Se  -1.290  -1.980  0.470
H  0.280  -3.742  2.415
H  -1.408  -3.764  4.579
H  -1.833  -4.217  2.921
H  -3.169  -2.554  5.242
H  -3.942  -3.358  3.865
H  -4.041  -0.575  4.060
H  -1.387  -0.951  4.934
H  -2.227  -0.028  3.669
H  -3.296  -1.144  1.787
H  -3.254  -2.887  1.622
S  2.233  -3.947  0.411
Sb  2.779  -1.915  -0.496
S  2.472  -0.199  1.243
S  0.705  -0.876  -1.379
O  -2.701  6.420  -0.187
C  -2.215  5.320  -0.046
S  -3.117  3.911  0.518
C  -1.784  2.769  0.472
C  -0.591  3.247  0.077
S  0.811  2.242  -0.101
S  -0.517  4.948  -0.354
S  -2.041  1.095  0.832

Density functional theory data (wB97M-V/def2-TZVPD) for C30H39BrN4Si2TeV as an isolated structure.

Computed properties:
Gap between HOMO and LUMO (alpha / beta) in eV: 6.65 / 7.04
LUMO (alpha / beta) in Eh: -0.230 / -0.238
Highest occupied orbital energy (alpha / beta) in eV: -12.907 / -13.499
2S+1: 4
Charge: +2

Atoms and positions in Å:
V  0.778  -1.119  -0.024
C  1.160  -0.058  4.220
C  0.640  -1.192  4.819
C  0.129  -2.206  4.022
C  0.134  -2.036  2.652
N  0.646  -0.940  2.061
C  1.150  0.024  2.841
C  -0.308  -3.109  1.710
C  -1.164  -4.124  2.078
C  -1.459  -5.122  1.160
C  -0.880  -5.077  -0.095
C  -0.057  -4.011  -0.408
N  0.215  -3.023  0.462
H  1.579  0.749  4.804
H  0.647  -1.297  5.897
H  -0.251  -3.118  4.460
H  1.568  0.879  2.327
H  -1.600  -4.137  3.067
H  -2.134  -5.925  1.426
H  -1.065  -5.847  -0.831
H  0.397  -3.925  -1.386
Br  -3.572  -1.657  -5.988
C  -2.129  -1.554  -4.813
C  -2.343  -1.683  -3.450
C  -1.259  -1.595  -2.590
C  0.020  -1.384  -3.074
C  0.229  -1.268  -4.442
C  -0.846  -1.352  -5.310
N  1.063  -1.303  -2.076
C  2.291  -1.233  -2.407
C  3.307  -1.231  -1.337
C  4.655  -1.230  -1.615
C  5.558  -1.334  -0.564
C  5.063  -1.445  0.722
C  3.694  -1.417  0.926
N  2.812  -1.292  -0.076
H  -3.340  -1.856  -3.067
H  -1.434  -1.711  -1.526
H  1.212  -1.103  -4.863
H  -0.689  -1.258  -6.376
H  2.622  -1.225  -3.441
H  4.993  -1.161  -2.641
H  6.623  -1.340  -0.751
H  5.725  -1.552  1.570
H  3.280  -1.494  1.922
C  1.034  5.795  1.302
Si  1.023  4.497  -0.014
C  2.745  3.963  -0.440
C  0.098  5.081  -1.497
C  0.166  2.968  0.699
Te  -0.151  1.379  -0.712
C  -2.273  1.562  -0.820
Si  -3.302  0.866  0.593
C  -5.071  1.082  0.122
C  -2.907  -0.939  0.809
C  -2.894  1.754  2.160
H  1.544  6.691  0.938
H  1.547  5.470  2.211
H  0.014  6.086  1.570
H  3.285  4.744  -0.979
H  2.749  3.073  -1.077
H  3.309  3.743  0.471
H  0.608  5.955  -1.912
H  -0.912  5.399  -1.222
H  0.023  4.337  -2.292
H  -0.827  3.171  1.101
H  0.773  2.567  1.511
H  -2.565  1.132  -1.781
H  -2.404  2.643  -0.916
H  -5.306  0.540  -0.798
H  -5.295  2.139  -0.043
H  -5.744  0.723  0.904
H  -3.254  -1.547  -0.031
H  -3.388  -1.328  1.711
H  -1.830  -1.074  0.935
H  -3.073  2.829  2.070
H  -1.852  1.601  2.459
H  -3.528  1.388  2.972

Among the records above, which one has the lowest charge? C8H10O3ReS7SbSe2